Entry 1:
A 12-piece molecular cluster, C31H90F6N6O13P overall in a non-equilibrium geometry. Source: the Open Molecules 2025 dataset; level of theory: wB97M-V/def2-TZVPD.

```
147
C31H90F6N6O13P (wB97M-V/def2-TZVPD)
P -20.2471 0.8641 -26.3932
F -19.6269 -0.3632 -25.5387
F -19.5893 1.8436 -25.2872
F -20.8571 -0.1706 -27.4918
F -18.8828 0.9100 -27.2943
F -20.7944 2.0766 -27.2943
F -21.6251 0.8775 -25.5471
O -25.7484 2.6198 -30.0663
O -15.7798 6.2668 -24.4771
O -13.9771 -1.1433 -23.9597
O -23.4601 -3.7346 -25.6432
O -18.1515 4.6515 -29.0255
O -19.3264 3.9285 -22.9048
O -23.7968 4.2148 -22.8634
O -18.5985 6.9239 -22.4895
O -20.5773 -0.0639 -19.8877
O -19.5974 -1.4035 -31.0471
O -17.0807 5.3096 -26.6317
O -17.4478 2.0746 -22.5387
O -26.8037 2.7280 -23.6790
N -16.8180 1.0025 -25.0442
N -23.5916 0.0189 -28.4466
N -21.1030 4.4063 -25.3205
N -24.5367 0.4066 -25.5965
N -21.8239 -0.6838 -23.3094
N -19.7830 -4.3042 -31.3733
C -19.8040 6.1921 -22.2226
C -14.4533 -1.4680 -22.6831
C -19.7894 -0.0145 -31.1356
C -19.5360 -3.4926 -29.0535
C -22.5007 4.5989 -24.8528
C -21.0726 -1.0053 -22.0640
C -25.6394 2.0071 -24.0525
C -16.3446 4.9660 -24.3178
C -26.1697 3.4875 -29.0001
C -24.0482 3.4593 -21.6894
C -16.7968 1.4072 -21.4395
C -25.7445 1.2314 -25.3620
C -17.3998 4.7025 -25.3780
C -19.5486 4.7636 -21.8014
C -27.2379 3.6934 -24.6038
C -23.9579 1.3745 -28.9383
C -20.4407 -3.5263 -30.2987
C -22.7899 3.6723 -23.6951
C -22.8299 1.7586 -29.8909
C -14.6385 -0.0346 -24.5520
C -19.6313 -1.3601 -22.4377
C -16.1087 -0.2722 -24.9204
C -21.1432 0.2055 -21.1529
C -26.9533 0.2852 -25.4108
C -18.2779 3.2821 -29.3866
C -16.2322 -1.0962 -26.2050
C -20.7609 1.0444 -19.0415
C -20.7723 -2.1004 -30.7405
C -23.2456 -2.5191 -26.3858
C -23.3794 4.3213 -26.0522
C -25.3364 1.3426 -29.5776
H -17.7447 4.9077 -27.2289
H -23.7117 0.9405 -25.3211
H -22.5734 1.0196 -30.6484
H -24.8055 2.7139 -24.1476
H -24.1360 -0.0797 -27.5867
H -19.3218 -3.5864 -31.9426
H -23.3477 5.1682 -26.7404
H -17.4125 1.3903 -20.5426
H -26.2951 4.5057 -29.3511
H -20.2437 0.8487 -18.1029
H -22.2091 0.4491 -21.0422
H -24.3329 -3.6100 -25.2588
H -26.8391 -0.6013 -24.7819
H -18.8712 0.5359 -31.3399
H -19.2989 2.9314 -29.2360
H -21.3771 -1.6228 -29.9601
H -21.7060 -1.5373 -23.8473
H -18.7521 -2.7411 -29.1622
H -23.1406 3.4138 -26.6099
H -13.8302 -2.2816 -22.3082
H -15.6017 6.5617 -23.5786
H -25.9354 1.9492 -26.1671
H -18.0011 3.0840 -30.4288
H -14.6123 0.8424 -23.8904
H -17.7806 0.8962 -25.3539
H -25.4991 3.3959 -28.1468
H -24.5446 2.5255 -21.9664
H -27.1494 3.0893 -28.7121
H -16.3448 1.5293 -25.7736
H -17.5663 3.6307 -25.5214
H -20.4804 4.4272 -21.3184
H -21.0795 3.5780 -25.8989
H -26.1222 0.8846 -28.9627
H -20.1284 0.3454 -30.1598
H -20.5005 0.2576 -31.9227
H -22.4738 -2.6804 -27.1362
H -21.3291 0.0323 -23.8262
H -15.4939 -1.8030 -22.6221
H -27.7040 3.2451 -25.4898
H -20.4082 6.2545 -23.1350
H -24.0103 2.0165 -28.0502
H -20.5539 4.2554 -24.4737
H -21.3988 -2.1748 -31.6436
H -20.3293 1.9778 -19.4212
H -16.7191 4.7048 -23.3280
H -23.1202 2.6958 -30.3840
H -26.4588 4.3897 -24.9275
H -17.3021 1.4477 -23.2946
H -25.3817 0.7539 -30.4980
H -18.3637 5.0742 -25.0154
H -18.7031 3.1931 -22.6909
H -17.2857 -1.1769 -26.4735
H -24.4271 4.2132 -25.7405
H -19.0524 -4.4573 -28.9038
H -27.0782 -0.0701 -26.4368
H -20.5495 -4.5050 -32.0249
H -21.8869 3.4338 -23.1174
H -19.4997 -2.3076 -22.9566
H -20.0854 -3.2323 -28.1466
H -14.3427 -0.6244 -21.9880
H -18.7216 5.1966 -29.5732
H -27.8980 0.7666 -25.1542
H -24.6743 -0.2697 -24.8452
H -21.3681 -4.0182 -29.9955
H -15.8221 1.8804 -21.3070
H -18.7331 4.7358 -21.0700
H -24.6540 4.0584 -21.0160
H -16.5226 -0.8227 -24.0703
H -14.0681 0.2161 -25.4473
H -18.7998 7.8576 -22.4052
H -23.1154 2.6980 -24.0947
H -21.6197 -1.8456 -21.6315
H -22.8278 -1.7644 -25.7108
H -20.7000 1.0696 -21.6688
H -21.8172 1.2466 -18.8421
H -21.8872 1.9892 -29.3999
H -19.0502 -1.4643 -21.5077
H -20.3961 6.7120 -21.4606
H -15.5536 4.2200 -24.4998
H -15.7209 -0.6276 -27.0483
H -17.5620 2.7172 -28.7949
H -22.5431 5.6491 -24.5472
H -24.1571 -2.1048 -26.8089
H -19.1613 -0.5219 -22.9524
H -25.5310 1.3099 -23.2176
H -15.8336 -2.1039 -26.0613
H -22.6295 -0.0531 -28.1300
H -28.0460 4.2431 -24.1199
H -23.0723 3.2515 -21.2346
H -16.6068 0.3703 -21.7247
```

The HOMO energy comes out at -6.414 eV. The total charge is -1. The multiplicity is 1. The energy above the lowest of the compared OMol25 structures with the same formula, charge and spin comes out at 37.62 kJ/mol. Its maximum force is 2.297 eV/Å. For the orbital gap, the calculation gives 8.68 eV.

Entry 2:
A 15-piece molecular cluster, C31H90N28O15 overall in a non-equilibrium geometry. Source: the Open Molecules 2025 dataset; level of theory: wB97M-V/def2-TZVPD.

```
164
C31H90N28O15 (wB97M-V/def2-TZVPD)
O -7.1757 1.6182 2.9842
O 1.5486 6.9982 8.2685
O -5.0325 6.7530 0.8074
O 3.5759 -5.9986 2.4367
O -5.8845 1.2288 -3.4925
O 1.6100 -2.9655 -5.4555
O 6.3975 4.7609 -3.1343
O -2.4024 -7.2097 1.1415
O 2.1259 -0.8242 2.5838
O -1.3753 0.6635 10.2457
O 1.6012 7.9752 0.9843
O 2.4154 -3.9473 7.7083
O 6.2170 0.4822 -1.4459
O -0.5328 1.1006 -4.3723
O -7.7245 -4.1899 -1.8712
N -7.4003 3.1533 1.4050
N 0.2540 5.2002 7.5232
N 3.7494 -2.7264 9.0194
N -5.4397 3.2824 -2.8779
N 1.0513 2.6708 -3.6560
N -0.6694 -7.1076 2.3585
N 1.7774 9.5493 2.4660
N -2.8752 -0.5947 9.2266
N 2.2198 10.1279 0.4677
N 4.5785 5.6203 -2.2330
N -5.6590 -3.4702 -1.3321
N -0.8117 -0.7546 8.6676
N 4.4049 -5.1850 0.5288
N 4.4611 -3.4090 6.9968
N -6.4664 -5.0646 -0.2942
N 1.6126 -3.8144 -6.5854
N -7.0126 1.0853 0.9361
N 5.5373 -0.4641 -3.3209
N -3.4173 7.7572 1.8941
N -4.3177 6.1344 2.9399
N 1.0205 0.0146 2.2234
N 4.1420 -0.4014 -1.6958
N -0.3836 -7.3127 0.2379
N 5.5375 6.7277 -3.8681
N 1.1130 5.0915 9.5821
N -7.1735 2.8634 -4.0925
N 3.9698 -7.1948 0.6661
N -0.4480 3.0791 -5.2155
C -1.6624 -0.1946 9.4579
C 4.0327 -6.1081 1.3401
C -7.2367 1.9173 1.8403
C 0.6586 -4.9094 -6.3871
C -1.2211 -7.1796 1.2161
C 3.4937 -3.4432 7.9072
C -0.7811 -1.5106 3.0822
C 2.2533 2.1012 2.4234
C -4.3216 6.8668 1.8159
C 0.8050 -2.0191 -8.1286
C 0.5240 -5.1006 -8.8986
C -6.1522 2.4116 -3.4891
C 5.5645 5.6596 -3.0972
C -0.7562 -4.4511 -6.1179
C 0.0102 2.1914 -4.3565
C 0.9910 1.3383 2.7704
C -0.2057 2.1293 2.2339
C -1.3175 0.1752 1.3321
C 0.8682 1.2357 4.2856
C -1.5648 1.4168 2.1297
C 1.8074 9.1492 1.2918
C 0.0988 -1.8284 0.8062
C 3.2336 -2.3887 -7.9755
C 1.7375 -4.1911 -9.0241
C 0.5936 -5.9594 -7.5956
C 1.1905 -5.7237 -5.2257
C 1.1347 5.8007 8.3973
C -6.6919 -4.2629 -1.2059
C 5.3570 -0.1700 -2.1127
C 1.8798 -3.0945 -7.9457
C -0.2133 -0.8097 1.9077
H 0.8831 -1.2944 -7.3181
H -0.8995 -3.7499 -5.2957
H -7.6260 3.8514 2.0991
H -6.8100 0.1095 1.1003
H 5.2106 -2.7920 7.2755
H 1.6603 1.8063 4.7704
H 1.3019 9.0584 3.2096
H 3.1824 1.6613 2.7859
H -6.9636 3.4478 0.5432
H 6.3207 6.9048 -4.4808
H -1.2497 -0.8769 3.8352
H -3.0279 -1.4389 8.6935
H -1.4964 -2.2598 2.7430
H 4.4249 -3.9669 6.1556
H -0.9717 0.5362 0.3635
H 1.3060 -6.7837 -7.6266
H -0.4782 -4.6720 -8.8938
H 3.4087 -1.9927 -8.9758
H -0.0879 -2.1437 3.6360
H 3.9374 -0.1250 -0.7462
H 1.6141 5.4712 10.3726
H 0.3388 -7.0485 2.3744
H -7.0231 1.4122 -0.0195
H -4.5455 2.9242 -2.5742
H 2.2597 -5.8796 -5.3688
H 2.2444 9.9185 -0.5200
H 2.0143 10.4908 2.7445
H 6.5033 -0.2555 -3.5290
H 1.1858 -5.2064 -4.2663
H -0.1857 -2.3902 -8.3913
H -0.8391 -2.2756 0.4767
H -1.1370 -4.0412 -7.0533
H -5.7265 -2.6379 -1.9003
H 4.0801 -2.9502 -7.5801
H -0.8346 2.6542 -6.0462
H 4.2961 -4.2303 0.8398
H 3.4458 -0.9357 -2.1958
H -0.9726 -1.5080 8.0144
H 0.7914 -2.6390 1.0324
H 0.8685 -2.4324 -5.7513
H 3.1834 -1.5458 -7.2863
H -2.2088 -0.4153 1.1200
H 1.0913 3.6697 -3.8000
H 0.1613 5.7959 6.7128
H 0.0585 2.5946 1.2843
H 3.9265 6.3900 -2.1828
H 4.9884 -1.1677 -3.7939
H -4.7222 -3.6761 -1.0158
H 0.1199 -0.3646 8.6649
H 0.5603 4.2543 9.6996
H -0.1472 4.2844 7.6667
H 1.6565 2.0935 -3.0898
H -0.6431 -7.3847 -0.7355
H -7.3398 3.8591 -4.0586
H -5.5038 -5.2459 -0.0483
H 4.7244 5.0479 -1.4138
H -1.9392 1.2649 3.1421
H -2.7794 7.7913 2.6765
H -7.1908 -5.7058 -0.0040
H 0.0146 3.9767 -5.2358
H 1.7359 -3.7205 -10.0073
H -1.4504 -5.2578 -5.8828
H 2.1835 3.0944 2.8669
H -3.3345 8.4826 1.1962
H 3.7451 -8.0364 1.1773
H -3.7709 6.4338 3.7346
H 2.9969 -2.4290 9.6238
H 0.4529 -1.3949 -0.1291
H 4.8211 -5.4181 -0.3615
H 1.9401 -1.1857 3.4535
H 0.7697 -6.7251 -5.1344
H 1.0816 -1.4104 -8.9895
H -2.2632 2.1164 1.6705
H 4.7821 7.3952 -3.9298
H 4.7084 -2.4109 8.9892
H -5.6677 4.2662 -2.8670
H -0.3465 -6.5028 -7.5000
H -0.1156 1.4253 4.7149
H 2.4605 11.0337 0.8443
H 2.6174 -4.8341 -9.0446
H 0.6699 -5.8526 -9.6740
H 4.7350 -7.0716 0.0185
H -3.7146 -0.1401 9.5563
H 2.3112 2.0937 1.3350
H 0.9289 0.2036 4.6308
H -0.2476 3.0063 2.8797
H -4.8453 5.2733 2.9273
H -7.7192 2.2391 -4.6692
H -1.2799 -6.9167 3.1400
H 0.5725 -7.3452 0.5618
```

The HOMO energy comes out at -8.203 eV. The multiplicity is 1. The energy above the lowest of the compared OMol25 structures with the same formula, charge and spin comes out at 1203.75 kJ/mol. Its maximum force is 9.470 eV/Å. For the orbital gap, the calculation gives 8.02 eV.